1.
The following is a DFT calculation (ωB97M-V/def2-TZVPD) of 2 unconnected molecules or ions with the total composition C6H10NO2Si at a distorted geometry.

XYZ file:
```
20
Properties=species:S:1:pos:R:3:nbo_charge:R:1
C 1.94 -1.59 -0.39 0.30
C 0.84 -1.13 1.80 0.77
C -1.10 0.31 -1.83 -1.13
C -1.84 0.37 0.99 -1.10
C 0.97 1.72 -0.30 -1.09
C 0.72 -1.38 0.26 -0.83
N 3.01 -1.71 -0.87 -0.41
O 0.94 0.12 2.00 -0.76
O 0.98 -2.07 2.54 -0.68
Si -0.25 0.22 -0.11 1.70
H -2.04 -0.25 -1.77 0.21
H -1.34 1.34 -2.29 0.22
H -0.51 -0.27 -2.55 0.22
H -2.00 -0.53 1.59 0.24
H -1.50 1.17 1.66 0.24
H -2.77 0.63 0.52 0.21
H 1.58 1.76 0.57 0.25
H 1.75 1.26 -1.08 0.22
H 0.62 2.67 -0.69 0.22
H -0.01 -2.66 -0.08 0.21
```

Maximum force ... 0.09866 hartree/bohr
Relative energy (zero: lowest compared OMol25 entry of this formula, charge and spin) ... 1.160 eV
Charge ... -1
Lowest unoccupied orbital energy ... 3.6 eV
Energy ... -19847.7044 eV
HOMO-LUMO gap ... 0.3273 hartree
HOMO ... -5.257 eV

---

2.
The following is a DFT calculation (ωB97M-V/def2-TZVPD) of a gas-phase ion, C6H10NS (charge +1) at a distorted geometry.

XYZ file:
```
18
Properties=species:S:1:pos:R:3:nbo_charge:R:1
C 0.02 0.29 1.77 -0.28
C 0.80 -0.78 1.62 -0.10
C -0.43 1.18 0.80 -0.12
C 1.18 -1.59 0.57 -0.29
C 0.15 1.26 -0.47 -0.13
C 0.46 -2.07 -0.44 -0.27
N -0.54 2.08 -1.54 -0.71
S -1.17 -1.51 -0.89 -0.04
H -0.41 0.46 2.72 0.24
H 1.26 -0.98 2.58 0.24
H -1.45 1.53 0.79 0.21
H 2.20 -2.05 0.71 0.25
H 1.23 1.30 -0.55 0.24
H 0.71 -2.89 -1.10 0.24
H -1.01 1.36 -2.16 0.45
H -0.03 2.59 -2.26 0.45
H -1.25 2.61 -1.05 0.45
H -1.71 -2.80 -1.11 0.18
```

Maximum force ... 0.10699 hartree/bohr
Relative energy (zero: lowest compared OMol25 entry of this formula, charge and spin) ... 2.241 eV
Charge ... +1
Lowest unoccupied orbital energy ... -4.3 eV
Energy ... -18699.6705 eV
HOMO-LUMO gap ... 0.2814 hartree
SMILES string ... [NH3+]/C=C/C=C\C=C/S
HOMO ... -11.980 eV

---

3.
The following is a DFT calculation (ωB97M-V/def2-TZVPD) of a gas-phase ion, C6H10NS (charge +1) at a distorted geometry.

XYZ file:
```
18
Properties=species:S:1:pos:R:3:nbo_charge:R:1
C 1.27 1.18 -0.57 -0.19
C 0.25 1.88 -0.14 -0.18
C 1.49 -0.09 0.16 -0.28
C -0.45 -1.44 0.12 -0.26
C -1.46 -0.83 -0.90 -0.58
C -0.59 0.91 0.80 -0.22
N 0.27 -0.37 0.90 -0.38
S -2.21 0.47 0.07 0.31
H 1.94 1.49 -1.27 0.24
H -0.11 2.86 -0.28 0.26
H 1.65 -0.77 -0.69 0.25
H 2.39 0.13 0.87 0.26
H -1.22 -2.00 0.75 0.26
H 0.28 -2.19 -0.39 0.26
H -0.93 -0.40 -1.75 0.23
H -2.17 -1.58 -1.34 0.29
H -0.81 1.41 1.77 0.26
H 0.41 -0.66 1.89 0.47
```

Maximum force ... 0.07538 hartree/bohr
Relative energy (zero: lowest compared OMol25 entry of this formula, charge and spin) ... 0.778 eV
Charge ... +1
Lowest unoccupied orbital energy ... -3.3 eV
Energy ... -18701.1340 eV
HOMO-LUMO gap ... 0.3674 hartree
SMILES string ... C1=C[C@H]2SCC[N@H+]2C1
HOMO ... -13.249 eV

---

4.
The following is a DFT calculation (ωB97M-V/def2-TZVPD) of a gas-phase ion, C6H10NS (charge +1) at a distorted geometry.

XYZ file:
```
18
Properties=species:S:1:pos:R:3:nbo_charge:R:1
C 0.52 -1.89 0.97 -0.34
C -0.45 -2.58 0.22 -0.38
C 0.89 -0.66 1.07 0.09
C 1.19 0.58 1.27 -0.23
C -0.92 -0.47 -1.29 -0.23
C 0.68 1.57 2.25 -0.63
N -1.09 0.03 -2.70 -0.71
S -1.10 -2.21 -1.26 0.41
H 0.88 -2.67 1.66 0.26
H -0.70 -3.59 0.41 0.24
H 2.04 0.77 0.54 0.23
H -0.12 -0.09 -0.70 0.24
H -0.04 1.09 2.87 0.23
H 0.18 2.29 1.71 0.22
H 1.46 1.92 2.88 0.24
H -1.97 0.53 -2.78 0.45
H -1.24 -0.75 -3.28 0.44
H -0.27 0.68 -2.84 0.47
```

Maximum force ... 0.08625 hartree/bohr
Relative energy (zero: lowest compared OMol25 entry of this formula, charge and spin) ... 0.691 eV
Charge ... +1
<S²> ... 2.03
Lowest unoccupied orbital energy (spin up / spin down) ... -3.8 / -5.6 eV
Energy ... -18696.8136 eV
Spin multiplicity ... 3
HOMO-LUMO gap (spin up / spin down) ... 0.2472 / 0.2779 hartree
HOMO (spin up / spin down) ... -10.546 / -13.121 eV

---

5.
The following is a DFT calculation (ωB97M-V/def2-TZVPD) of C6H10O in the gas phase at a distorted geometry.

XYZ file:
```
17
Properties=species:S:1:pos:R:3:nbo_charge:R:1
C 1.73 0.39 -0.56 -0.63
C 0.90 -0.74 0.01 0.09
C 0.16 -0.22 1.29 -0.50
C -0.95 0.94 0.76 -0.19
C -1.64 0.50 -0.29 -0.22
C -1.37 -0.95 -0.47 -0.12
O -0.05 -1.21 -0.95 -0.53
H 2.56 0.61 0.12 0.20
H 1.10 1.27 -0.65 0.21
H 2.12 0.13 -1.54 0.22
H 1.57 -1.61 0.19 0.18
H 0.83 0.31 1.95 0.23
H -0.06 -1.15 1.89 0.23
H -0.97 2.04 0.97 0.22
H -2.31 1.05 -0.95 0.22
H -1.34 -1.23 0.59 0.19
H -2.07 -1.51 -1.08 0.20
```

Maximum force ... 0.03536 hartree/bohr
Relative energy (zero: lowest compared OMol25 entry of this formula, charge and spin) ... 2.057 eV
Lowest unoccupied orbital energy ... 1.1 eV
Energy ... -8429.1829 eV
HOMO-LUMO gap ... 0.3849 hartree
SMILES string ... C[C@H]1CC=CCO1
HOMO ... -9.348 eV

---

6.
The following is a DFT calculation (ωB97M-V/def2-TZVPD) of C6H10O in the gas phase at a distorted geometry.

XYZ file:
```
17
Properties=species:S:1:pos:R:3:nbo_charge:R:1
C 1.80 0.47 -0.63 -0.63
C 0.54 0.12 0.12 0.27
C 0.21 -1.31 0.49 -0.42
C -1.22 -1.12 -0.07 -0.40
C -0.84 0.32 -0.53 -0.30
C -1.10 1.38 0.52 -0.12
O 0.26 0.89 1.30 -0.58
H 2.68 0.34 0.01 0.22
H 1.90 -0.20 -1.50 0.21
H 1.78 1.50 -1.00 0.21
H 0.82 -2.05 -0.03 0.20
H 0.27 -1.47 1.57 0.22
H -2.03 -1.19 0.66 0.21
H -1.46 -1.80 -0.90 0.21
H -0.98 0.54 -1.59 0.21
H -2.10 1.32 1.00 0.19
H -0.36 2.16 0.64 0.29
```

Maximum force ... 0.06790 hartree/bohr
Relative energy (zero: lowest compared OMol25 entry of this formula, charge and spin) ... 3.193 eV
Lowest unoccupied orbital energy ... 1.0 eV
Energy ... -8428.0478 eV
HOMO-LUMO gap ... 0.3660 hartree
SMILES string ... C[C@]12CC[C@H]1CO2
HOMO ... -8.912 eV

---

7.
The following is a DFT calculation (ωB97M-V/def2-TZVPD) of C6H10O in the gas phase at a distorted geometry.

XYZ file:
```
17
Properties=species:S:1:pos:R:3:nbo_charge:R:1
C 1.95 0.55 -0.22 -0.61
C 0.88 -0.53 -0.22 -0.22
C 0.03 -0.73 1.08 -0.41
C -1.25 -0.33 0.32 0.25
O -2.41 -1.06 0.54 -0.69
C -1.08 1.03 -0.24 -0.51
C -0.42 -0.19 -0.91 -0.22
H 2.77 0.26 0.44 0.21
H 1.57 1.51 0.14 0.20
H 2.36 0.71 -1.22 0.21
H 1.27 -1.46 -0.62 0.21
H 0.32 -0.16 1.96 0.20
H -0.02 -1.80 1.33 0.22
H -3.16 -0.47 0.35 0.48
H -1.49 1.38 -1.17 0.24
H -0.54 1.77 0.33 0.21
H -0.78 -0.47 -1.89 0.21
```

Maximum force ... 0.03563 hartree/bohr
Relative energy (zero: lowest compared OMol25 entry of this formula, charge and spin) ... 1.981 eV
Lowest unoccupied orbital energy ... 1.0 eV
Energy ... -8429.2593 eV
HOMO-LUMO gap ... 0.3698 hartree
SMILES string ... C[C@H]1C[C@@]2(O)C[C@@H]12
HOMO ... -9.046 eV

---

8.
The following is a DFT calculation (ωB97M-V/def2-TZVPD) of 2 unconnected molecules or ions with the total composition C6H10O at a distorted geometry.

XYZ file:
```
17
Properties=species:S:1:pos:R:3:nbo_charge:R:1
C 1.90 1.35 0.20 -0.49
C 0.93 1.07 -0.63 -0.13
C -1.25 1.19 0.48 0.35
C -0.34 -1.06 1.26 -0.64
C -1.68 -0.80 -0.92 -0.68
C -0.83 -0.15 0.12 0.04
O -2.00 1.83 -0.21 -0.58
H 2.81 1.87 0.03 0.22
H 2.09 0.92 1.19 0.21
H 0.61 1.55 -1.65 0.23
H -0.90 1.60 1.44 0.12
H 0.40 -1.78 1.11 0.23
H -0.08 -0.54 2.12 0.21
H -1.25 -1.61 1.50 0.22
H -2.40 -1.38 -0.38 0.22
H -2.25 -0.01 -1.38 0.25
H -1.27 -1.43 -1.70 0.23
```

Maximum force ... 0.07180 hartree/bohr
Relative energy (zero: lowest compared OMol25 entry of this formula, charge and spin) ... 3.690 eV
Lowest unoccupied orbital energy ... 0.5 eV
Energy ... -8427.5502 eV
HOMO-LUMO gap ... 0.3458 hartree
HOMO ... -8.928 eV

---

9.
The following is a DFT calculation (ωB97M-V/def2-TZVPD) of C6H10O in the gas phase.

XYZ file:
```
17
Properties=species:S:1:pos:R:3:nbo_charge:R:1
C 1.66 0.94 -0.86 -0.61
C 1.26 -0.44 -0.39 -0.22
C 0.85 -0.70 1.03 -0.41
C -0.17 -0.79 -0.06 -0.22
C -1.24 0.29 -0.16 -0.51
C -2.54 -0.06 0.56 0.45
O -2.64 -0.16 1.76 -0.52
H 2.70 1.15 -0.61 0.22
H 1.05 1.73 -0.39 0.20
H 1.54 1.04 -1.95 0.21
H 1.83 -1.24 -0.86 0.21
H 1.20 -1.61 1.53 0.22
H 0.76 0.16 1.69 0.21
H -0.48 -1.80 -0.35 0.22
H -1.47 0.53 -1.20 0.21
H -0.86 1.19 0.34 0.23
H -3.44 -0.22 -0.07 0.10
```

Maximum force ... 0.00828 hartree/bohr
Relative energy (zero: lowest compared OMol25 entry of this formula, charge and spin) ... 0.808 eV
Lowest unoccupied orbital energy ... 1.1 eV
Energy ... -8430.4319 eV
HOMO-LUMO gap ... 0.3913 hartree
SMILES string ... C[C@H]1C[C@H]1CC=O
HOMO ... -9.595 eV

---

10.
The following is a DFT calculation (ωB97M-V/def2-TZVPD) of C6H10O in the gas phase.

XYZ file:
```
17
Properties=species:S:1:pos:R:3:nbo_charge:R:1
O -1.04 -1.16 -1.64 -0.71
C -0.56 0.14 -1.30 0.05
C -1.18 0.64 0.01 -0.42
C -0.64 -0.17 1.18 -0.40
C 0.87 0.00 1.32 -0.45
C 1.58 0.04 -0.02 -0.16
C 0.95 0.13 -1.19 -0.24
H -0.49 -1.80 -1.16 0.47
H -0.87 0.78 -2.13 0.19
H -2.27 0.57 -0.06 0.22
H -0.92 1.70 0.13 0.20
H -0.89 -1.23 1.02 0.20
H -1.14 0.12 2.12 0.21
H 1.10 0.92 1.86 0.21
H 1.30 -0.81 1.92 0.22
H 2.67 0.02 0.01 0.21
H 1.52 0.14 -2.12 0.21
```

Maximum force ... 0.00590 hartree/bohr
Relative energy (zero: lowest compared OMol25 entry of this formula, charge and spin) ... 0.016 eV
Lowest unoccupied orbital energy ... 1.0 eV
Energy ... -8431.2240 eV
HOMO-LUMO gap ... 0.3890 hartree
SMILES string ... O[C@@H]1C=CCCC1
HOMO ... -9.592 eV

---

11.
The following is a DFT calculation (ωB97M-V/def2-TZVPD) of a molecular structure, C6H10O.

XYZ file:
```
17
Properties=species:S:1:pos:R:3:nbo_charge:R:1
C 2.18 0.05 0.05 -0.64
C 0.70 -0.15 0.02 0.04
C 0.04 -1.23 0.42 -0.23
C -1.45 -1.26 0.26 -0.48
C -1.60 0.73 -0.09 -0.41
C -0.16 0.99 -0.50 -0.04
O 0.19 2.23 0.10 -0.71
H 2.42 0.97 0.59 0.24
H 2.58 0.17 -0.97 0.22
H 2.70 -0.79 0.52 0.21
H 0.54 -2.11 0.83 0.22
H -2.04 -1.22 1.17 0.26
H -1.77 -2.16 -0.30 0.24
H -1.75 -0.54 -0.62 0.26
H -2.35 0.94 -0.87 0.18
H 0.05 1.16 -1.57 0.17
H -0.26 2.21 0.96 0.48
```

Maximum force ... 0.00644 hartree/bohr
Relative energy (zero: lowest compared OMol25 entry of this formula, charge and spin) ... 4.429 eV
Lowest unoccupied orbital energy ... 0.9 eV
Energy ... -8426.8114 eV
HOMO-LUMO gap ... 0.3396 hartree
HOMO ... -8.306 eV

---

12.
The following is a DFT calculation (ωB97M-V/def2-TZVPD) of a molecular structure, C6H10O at a distorted geometry.

XYZ file:
```
17
Properties=species:S:1:pos:R:3:nbo_charge:R:1
C -2.14 -0.65 -0.73 -0.64
C -1.43 0.53 -0.14 -0.30
C 0.85 1.36 0.43 -0.34
C -0.16 0.82 -0.48 -0.20
C 0.70 -0.64 0.62 -0.35
C 2.13 -0.73 0.42 0.35
O 2.63 -1.05 -0.65 -0.57
H -2.11 -1.54 -0.06 0.20
H -1.68 -0.97 -1.67 0.21
H -3.19 -0.42 -0.90 0.22
H -1.82 0.96 0.78 0.19
H 1.73 1.86 -0.02 0.22
H 0.54 1.87 1.36 0.21
H 0.31 0.44 -1.39 0.22
H 0.15 -1.39 0.00 0.23
H 0.27 -0.63 1.61 0.23
H 2.69 -0.37 1.29 0.11
```

Maximum force ... 0.02807 hartree/bohr
Relative energy (zero: lowest compared OMol25 entry of this formula, charge and spin) ... 4.226 eV
Lowest unoccupied orbital energy ... 0.2 eV
Energy ... -8427.0140 eV
HOMO-LUMO gap ... 0.2865 hartree
HOMO ... -7.557 eV